The following is a quantum chemistry calculation of an isolated molecule of C25H23N3O4, from the OMol25 dataset.

Last column: Löwdin charge in e.
CARTESIAN COORDINATES (ANGSTROEM)
C  -0.13  2.89  -5.32  -0.0143
C  0.83  1.96  -4.62  -0.4135
O  1.62  1.29  -5.25  0.0749
C  0.75  1.90  -3.15  -0.1791
C  1.62  1.02  -2.49  -0.0080
C  1.60  0.89  -1.12  -0.0018
C  0.69  1.63  -0.36  -0.2014
C  -0.17  2.52  -1.01  -0.0045
C  -0.14  2.65  -2.38  -0.0342
H  -0.81  3.35  -2.85  0.1112
H  -0.88  3.09  -0.43  0.1103
N  0.72  1.51  1.02  0.1480
C  -0.26  1.84  1.92  -0.4646
O  -1.36  2.23  1.60  0.0750
C  0.17  1.71  3.37  -0.0934
H  1.25  1.55  3.45  0.1100
H  -0.08  2.66  3.85  0.1251
C  -0.58  0.59  4.09  -0.1482
C  0.06  -0.79  3.92  -0.1229
N  -0.09  -1.35  2.58  0.0650
C  -1.29  -1.88  2.24  -0.3774
O  -2.24  -1.88  2.99  0.1121
C  -1.37  -2.45  0.82  -0.1479
C  -1.74  -1.35  -0.16  -0.1455
C  -1.19  -1.33  -1.43  -0.0163
C  -1.58  -0.38  -2.35  -0.0755
C  -2.53  0.57  -2.00  -0.0920
C  -3.07  0.57  -0.73  -0.0665
C  -2.69  -0.39  0.19  -0.0223
H  -3.13  -0.40  1.17  0.1163
H  -3.80  1.32  -0.45  0.1111
H  -2.84  1.31  -2.72  0.1048
H  -1.15  -0.38  -3.34  0.1088
H  -0.46  -2.08  -1.71  0.1181
O  -0.19  -3.14  0.44  0.0278
C  0.96  -2.50  0.74  -0.1858
C  2.13  -2.80  0.06  0.0290
C  3.30  -2.15  0.41  -0.0651
C  3.25  -1.20  1.41  -0.1515
N  2.15  -0.91  2.09  0.1075
C  1.03  -1.56  1.79  -0.1976
H  4.13  -0.64  1.71  0.1116
H  4.23  -2.36  -0.10  0.1062
H  2.11  -3.55  -0.72  0.1276
H  -2.16  -3.21  0.81  0.1773
H  -0.44  -1.48  4.61  0.1301
H  1.12  -0.75  4.14  0.1182
H  -1.62  0.56  3.73  0.1142
H  -0.60  0.80  5.16  0.1170
H  1.52  1.00  1.40  0.1072
H  2.29  0.22  -0.63  0.0929
H  2.31  0.44  -3.08  0.1195
H  0.03  3.92  -4.99  0.0872
H  -1.16  2.61  -5.09  0.0813
H  0.02  2.83  -6.39  0.0839

## Properties
energy relative to the best compared isomer or geometry (same formula, charge and spin): 7.22 kcal per mole
SMILES string: CC(=O)c1ccc(NC(=O)CCCN2C(=O)[C@@H](c3ccccc3)Oc3cccnc32)cc1
total energy: -38960.459 eV
spin multiplicity: 1